Below is the molecule C2H4N2O in a non-equilibrium geometry, with properties calculated with the ωB97M-V functional and the def2-TZVPD basis.

LUMO level = 0.01792 hartree

Each line ends with the natural charge from an NBO analysis.
Cartesian coordinates (Å):
H 2.803 -0.524 0.463  0.351
N 1.832 -0.683 0.004  -0.687
C 1.238 0.478 0.089  0.273
N -0.092 0.603 -0.244  -0.638
C -0.970 -0.432 -0.132  0.519
O -2.170 -0.108 0.215  -0.581
H 1.759 1.537 0.300  0.170
H -0.481 1.532 -0.115  0.413
H -0.501 -1.393 -0.425  0.180

=====

Below is C4H6O2Yb as an isolated structure in a non-equilibrium geometry, with properties calculated with the ωB97M-V functional and the def2-TZVPD basis.

LUMO level = -0.36524 hartree
net charge = +2

Each line ends with the natural charge from an NBO analysis.
Cartesian coordinates (Å):
O 0.845 -0.727 -0.934  -0.435
C -0.029 0.047 -0.490  0.813
O -1.177 0.396 -0.880  -0.381
C 1.223 -0.644 -2.364  -0.063
C 1.970 -1.897 -2.722  -0.645
H 0.287 -0.534 -2.922  0.213
H 1.836 0.257 -2.478  0.219
H 1.319 -2.778 -2.662  0.238
H 2.320 -1.793 -3.758  0.264
H 2.845 -2.038 -2.075  0.241
Yb -1.383 0.925 2.796  1.881
C -0.374 1.162 0.369  -0.594
H -0.017 2.130 0.000  0.248

=====

Below is C34H68AsF3LaN2O4SbSi as an isolated structure in a non-equilibrium geometry, with properties calculated with the ωB97M-V functional and the def2-TZVPD basis.

LUMO level = 0.00903 hartree

Each line ends with the Löwdin charge.
Cartesian coordinates (Å):
La 1.013 -1.054 0.145  1.914
F 3.609 -5.374 -0.593  0.168
C 3.530 -4.460 0.383  -0.566
F 2.875 -5.015 1.401  0.170
F 4.735 -4.128 0.853  0.167
C 2.779 -3.204 -0.050  -0.567
O 1.567 -3.385 -0.412  -0.218
O 3.324 -2.053 0.092  -0.116
C -1.404 5.724 3.699  -0.199
C -0.930 6.127 2.283  -0.475
As -0.094 4.644 1.294  1.225
C 1.153 5.746 0.163  -0.444
C 0.583 6.437 -1.094  -0.157
C -1.557 3.970 0.080  -0.427
C -2.591 4.954 -0.351  -0.177
H -1.769 6.612 4.239  0.066
H -0.506 5.306 4.238  0.071
H -2.184 4.981 3.704  0.045
H -0.235 6.973 2.401  0.065
H -1.840 6.498 1.838  0.036
H 1.930 5.029 -0.097  0.010
H 1.656 6.429 0.874  0.058
H 0.313 5.687 -1.827  0.041
H 1.337 7.115 -1.519  0.070
H -0.253 7.026 -0.787  0.046
H -2.026 3.172 0.717  0.049
H -1.065 3.492 -0.761  0.015
H -3.026 5.362 0.560  0.054
H -3.410 4.415 -0.931  0.099
H -2.321 5.760 -0.947  0.030
C -0.388 -4.077 2.457  -0.104
C -1.294 -2.858 2.947  -0.617
C -2.455 -2.802 1.967  -0.126
C -1.835 -3.336 4.327  -0.094
Si -0.255 -1.155 2.889  0.735
C -1.473 0.382 3.122  -0.669
C -0.652 1.562 3.530  -0.140
C -2.182 0.726 1.851  -0.133
C -2.545 0.097 4.159  -0.093
C 1.021 -0.992 4.393  -0.607
C 2.025 0.227 4.040  -0.097
C 0.419 -0.728 5.762  -0.115
C 1.901 -2.233 4.574  -0.118
H -1.031 -4.940 2.494  0.064
H 0.443 -4.315 3.192  0.081
H 0.084 -3.913 1.485  0.034
H -2.837 -3.795 1.926  0.070
H -2.214 -2.502 0.947  0.055
H -3.257 -2.098 2.165  0.068
H -2.208 -4.374 4.275  0.083
H -2.550 -2.653 4.761  0.061
H -1.020 -3.425 5.031  0.051
H 0.094 1.671 2.773  0.041
H -0.244 1.664 4.525  0.070
H -1.276 2.443 3.496  0.062
H -1.609 1.219 1.073  0.037
H -3.028 1.334 2.106  0.080
H -2.592 -0.165 1.304  0.080
H -2.173 -0.162 5.155  0.070
H -3.211 -0.690 3.870  0.056
H -3.076 1.055 4.327  0.093
H 1.744 1.140 4.518  0.045
H 2.066 0.486 2.975  0.036
H 3.060 0.036 4.426  0.090
H -0.137 0.144 5.800  0.022
H 1.252 -0.637 6.446  0.081
H -0.283 -1.471 6.171  0.086
H 2.520 -2.322 3.720  0.055
H 1.269 -3.135 4.771  0.075
H 2.507 -2.092 5.456  0.071
C 2.186 3.218 -2.409  -0.002
N 0.888 2.549 -2.133  -0.039
C -0.163 2.741 -3.003  -0.062
C -1.277 1.952 -2.957  0.014
C -1.378 0.959 -1.895  -0.537
O -2.396 0.341 -1.640  0.031
N -0.244 0.729 -1.120  -0.017
C 0.801 1.506 -1.197  -0.620
O 1.816 1.250 -0.499  -0.157
H 2.749 2.513 -3.050  0.094
H 2.781 3.441 -1.498  0.095
H 1.997 4.129 -2.965  0.081
H -0.063 3.580 -3.625  0.112
H -2.153 2.224 -3.560  0.125
C 2.100 -0.097 -5.502  -0.159
C 0.721 -0.759 -5.412  -0.526
C 0.338 -1.626 -6.620  -0.135
Sb 0.667 -1.874 -3.479  1.509
C -1.265 -2.746 -3.594  -0.574
C -2.312 -1.825 -4.248  -0.132
C -1.682 -3.136 -2.158  -0.161
C 1.754 -3.627 -4.031  -0.579
C 1.303 -4.908 -3.338  -0.148
C 3.275 -3.412 -3.789  -0.130
H 2.079 0.735 -6.174  0.065
H 2.877 -0.734 -5.851  0.057
H 2.373 0.285 -4.535  0.033
H -0.025 0.011 -5.211  0.061
H 1.152 -2.316 -6.842  0.064
H 0.140 -1.001 -7.504  0.082
H -0.574 -2.208 -6.417  0.056
H -1.172 -3.628 -4.243  0.080
H -2.518 -0.874 -3.712  0.069
H -3.250 -2.422 -4.378  0.098
H -2.013 -1.587 -5.215  0.010
H -1.797 -2.245 -1.598  0.017
H -0.909 -3.749 -1.646  0.059
H -2.643 -3.692 -2.103  0.096
H 1.577 -3.771 -5.110  0.078
H 1.363 -4.899 -2.246  0.047
H 2.026 -5.707 -3.613  0.087
H 0.245 -5.174 -3.536  0.073
H 3.391 -3.285 -2.705  0.053
H 3.706 -2.603 -4.370  0.058
H 3.756 -4.360 -4.073  0.079

=====

Below is C4H7FS as an isolated structure in a non-equilibrium geometry, with properties calculated with the ωB97M-V functional and the def2-TZVPD basis.

LUMO level = 0.02894 hartree

Each line ends with the natural charge from an NBO analysis.
Cartesian coordinates (Å):
C -1.648 0.510 -0.247  0.065
C -0.316 0.291 0.510  -0.332
C 0.751 1.117 0.040  -0.506
C 0.379 -0.978 0.313  -0.507
H -1.475 0.872 -1.411  0.172
H -1.957 1.368 0.379  0.172
H -0.437 0.707 1.599  0.220
H 1.035 1.892 0.911  0.213
H 0.413 1.722 -0.867  0.211
H 0.599 -1.690 1.063  0.227
H 0.085 -1.836 -0.618  0.210
F -2.597 -0.543 -0.118  -0.365
S 1.882 -0.237 -0.231  0.221

=====

Below is a 10-piece molecular cluster, H20O10 overall in a non-equilibrium geometry, with properties calculated with the ωB97M-V functional and the def2-TZVPD basis.

LUMO level = -0.02078 hartree

Each line ends with the natural charge from an NBO analysis.
Cartesian coordinates (Å):
O 8.365 -21.616 22.941  -0.974
H 8.834 -21.725 22.045  0.481
H 8.760 -20.868 23.359  0.460
O 7.035 -24.757 19.309  -0.959
H 6.806 -24.218 20.048  0.486
H 6.456 -25.505 19.239  0.504
O 11.433 -21.368 17.580  -0.947
H 12.061 -21.844 18.162  0.482
H 11.843 -20.594 17.231  0.485
O 9.694 -23.721 18.953  -0.973
H 9.032 -24.296 19.273  0.499
H 9.783 -23.042 19.620  0.491
O 8.768 -26.737 16.998  -0.952
H 8.491 -26.076 16.391  0.477
H 9.524 -26.412 17.456  0.475
O 5.960 -23.960 16.989  -0.969
H 6.473 -24.060 17.801  0.478
H 5.530 -23.088 17.049  0.466
O 8.064 -21.870 16.202  -0.951
H 8.484 -21.132 15.726  0.456
H 8.783 -22.418 16.479  0.487
O 9.584 -21.484 20.521  -0.947
H 9.114 -20.638 20.488  0.508
H 10.496 -21.308 20.525  0.488
O 11.449 -25.205 17.633  -0.996
H 12.337 -24.838 17.428  0.484
H 10.925 -24.637 18.235  0.500
O 10.669 -23.268 15.888  -0.998
H 10.690 -23.983 16.547  0.484
H 10.895 -22.450 16.287  0.474

=====

Below is the molecule C4H4N2, with properties calculated with the ωB97M-V functional and the def2-TZVPD basis.

LUMO level (spin up / spin down) = -0.01434 / -0.01432 hartree

Each line ends with the natural charge from an NBO analysis.
Cartesian coordinates (Å):
C 0.837 0.639 0.914  0.422
C 0.751 -0.678 0.861  -0.421
C 0.101 -0.883 -0.504  -0.266
N -1.018 0.071 -0.715  -0.391
C -0.885 1.235 -0.241  0.241
N 0.394 1.641 0.335  -0.484
H 0.909 -1.432 1.614  0.248
H -0.285 -1.899 -0.625  0.234
H 0.839 -0.703 -1.290  0.217
H -1.641 2.007 -0.350  0.200